# 1
Below is a cluster of 9 separate species, C42H36BF4O26 in total, with properties calculated with wB97M-V/def2-TZVPD.

Total charge: -1
DFT total energy in a.u.: -4002.17039
Relative energy (zero: lowest compared OMol25 entry of this formula, charge and spin) in eV: 3.1824

Last column: Mulliken charge in e.
Element x y z (Å)
B1 0.102 -0.104 -1.115  0.5881
F1 -0.362 -1.142 -1.916  -0.5976
F2 1.208 -0.465 -0.293  -0.2188
F3 0.469 0.943 -2.006  -0.4230
F4 -0.958 0.334 -0.383  -0.5319
C1 1.257 2.824 -7.568  -0.6802
C2 0.379 2.951 -8.768  0.1306
C3 -0.974 2.363 -8.646  0.9845
O1 -1.743 2.232 -9.616  -0.6523
C4 -1.447 1.905 -7.352  -1.1546
C5 -0.420 1.932 -6.123  0.2470
C6 0.926 2.326 -6.383  0.9551
O2 1.736 2.040 -5.487  -0.5965
O3 -0.747 1.770 -4.889  -0.2413
O4 0.776 3.353 -10.044  -0.4953
H1 2.352 3.031 -7.735  0.3351
H2 -2.375 1.804 -7.180  0.6165
H3 -0.060 1.477 -4.331  0.1859
H4 -0.038 3.364 -10.528  0.3362
C7 0.426 3.962 3.100  -0.8582
C8 -0.134 2.629 2.447  0.6834
C9 -0.278 1.563 3.179  0.7172
O5 -0.907 0.570 2.816  -0.2385
C10 0.128 1.510 4.705  -0.9461
C11 0.800 2.771 5.330  0.3326
C12 0.975 3.978 4.467  0.5180
O6 1.503 4.966 5.025  -0.6278
O7 1.336 2.840 6.556  -0.5006
O8 -0.650 2.704 1.218  -0.4089
H5 0.644 4.830 2.473  0.3156
H6 0.113 0.604 5.264  0.4039
H7 1.326 1.881 6.930  0.3705
H8 -1.120 2.027 0.997  0.1020
C13 -3.140 -4.361 2.058  -0.4008
C14 -2.798 -2.872 2.128  0.2876
C15 -3.697 -1.867 2.673  0.8092
O9 -3.521 -0.682 2.521  -0.5575
C16 -4.831 -2.388 3.398  -0.7579
C17 -5.111 -3.879 3.476  0.5251
C18 -4.397 -4.807 2.613  0.5577
O10 -4.752 -5.984 2.520  -0.6658
O11 -5.909 -4.461 4.424  -0.4145
O12 -1.737 -2.354 1.379  0.2901
H9 -2.480 -5.233 1.494  0.1369
H10 -5.314 -1.661 4.167  0.1615
H11 -5.985 -3.667 4.851  0.3131
H12 -1.674 -1.431 1.659  -0.0597
C19 2.420 5.222 -0.547  -0.6661
C20 1.541 4.149 -1.174  0.5526
C21 0.144 4.425 -1.477  0.5175
O13 -0.526 3.688 -2.137  -0.5036
C22 -0.428 5.612 -0.716  -0.9877
C23 0.419 6.616 0.050  0.3759
C24 1.850 6.506 -0.052  0.6599
O14 2.699 7.353 0.360  -0.6346
O15 0.001 7.716 0.714  -0.5187
O16 2.081 2.894 -1.593  -0.4808
H13 3.462 4.979 -0.637  0.4482
H14 -1.373 5.741 -0.685  0.5798
H15 -1.088 7.739 0.741  0.3934
H16 1.363 2.402 -1.989  0.3446
C25 4.878 0.265 4.434  -1.0180
C26 4.840 1.744 4.050  0.1668
C27 3.995 2.254 3.067  0.7056
O17 3.988 3.442 2.750  -0.7247
C28 3.050 1.332 2.421  -1.0020
C29 2.927 -0.058 2.844  0.5147
C30 3.755 -0.557 3.981  0.4824
O18 3.619 -1.730 4.414  -0.6226
O19 2.104 -1.027 2.326  -0.3662
O20 5.797 2.522 4.549  -0.5878
H17 5.432 -0.243 5.271  0.3190
H18 2.468 1.681 1.656  1.4646
H19 1.793 -0.797 1.631  0.3600
H20 5.756 3.330 3.881  0.4176
C31 -5.494 -1.613 -0.789  -0.5475
C32 -4.085 -1.973 -1.263  0.4674
C33 -3.618 -3.345 -1.467  0.6083
O21 -2.498 -3.599 -1.950  -0.6400
C34 -4.601 -4.341 -1.206  -0.5254
C35 -6.030 -4.077 -0.644  0.2591
C36 -6.445 -2.675 -0.420  0.7720
O22 -7.530 -2.331 0.044  -0.6326
O23 -6.835 -5.023 -0.180  -0.4768
O24 -3.184 -0.911 -1.611  -0.4547
H21 -5.654 -0.426 -0.723  0.2379
H22 -4.208 -5.429 -1.378  0.1882
H23 -6.208 -5.746 -0.286  0.3835
H24 -2.134 -1.124 -1.643  0.2729
C37 4.824 -1.049 -0.431  -0.7138
C38 4.553 -2.583 -0.451  0.6223
O25 5.023 -3.292 -1.346  -0.6183
C39 3.838 -3.143 0.731  -0.0197
H25 5.459 -0.871 -1.281  0.4233
H26 5.329 -0.812 0.647  0.1354
H27 3.945 -0.313 -0.480  0.0345
H28 3.702 -4.267 0.619  0.2036
H29 3.038 -2.585 0.513  -0.4630
H30 4.269 -3.019 1.682  0.4961
C40 0.346 -4.799 0.406  -0.4930
C41 1.190 -5.116 -0.863  0.5038
O26 1.834 -6.226 -0.850  -0.6680
C42 1.257 -4.239 -2.136  -0.6292
H31 -0.645 -5.076 0.206  0.2519
H32 0.292 -3.643 0.663  0.0277
H33 0.657 -5.596 1.224  0.3090
H34 2.030 -3.446 -1.855  0.0190
H35 0.285 -3.701 -2.332  0.0509
H36 1.434 -4.936 -2.790  0.5500

---

# 2
Below is a cluster of 2 separate species, CH3NO2P in total, with properties calculated with wB97M-V/def2-TZVPD.

Total charge: -1
DFT total energy in a.u.: -586.51841
Relative energy (zero: lowest compared OMol25 entry of this formula, charge and spin) in eV: 0.9236

Last column: natural (NBO) charge in e.
Element x y z (Å)
C1 1.650 0.185 0.060  1.0313
N1 -0.159 -0.673 0.052  -1.2852
O1 2.454 -0.569 0.496  -0.6676
O2 1.421 1.234 -0.415  -0.6548
P1 -1.553 0.153 0.344  0.4602
H1 -0.287 -1.391 0.764  0.3254
H2 -2.218 -0.215 -0.847  -0.1312
H3 -1.309 1.275 -0.455  -0.0782

---

# 3
Below is the molecule C17H25N3OS2, with properties calculated with wB97M-V/def2-TZVPD.

Total charge: 0
DFT total energy in a.u.: -1698.57149
SMILES: CC(C)(C)c1cnc(CSc2cnc(NC3CCCCC3)s2)o1
Relative energy (zero: lowest compared OMol25 entry of this formula, charge and spin) in eV: 3.0273

Last column: natural (NBO) charge in e.
Element x y z (Å)
C1 -1.080 -1.540 4.527  -0.5986
C2 -0.575 -0.235 3.953  -0.0857
C3 0.569 -0.573 2.858  -0.6002
C4 -0.013 0.683 5.007  -0.6034
C5 -1.767 0.565 3.336  0.3013
C6 -2.998 0.598 4.032  -0.1437
N1 -3.897 1.452 3.384  -0.4596
C7 -3.192 1.859 2.334  0.4527
C8 -3.707 2.830 1.315  -0.5622
S1 -2.446 3.312 0.109  0.2604
C9 -1.680 1.894 -0.634  -0.4364
C10 -2.274 0.705 -0.908  -0.0461
N2 -1.455 -0.222 -1.558  -0.5101
C11 -0.212 0.188 -1.620  0.1954
N3 0.672 -0.781 -2.046  -0.6160
C12 2.100 -0.472 -2.482  -0.0257
C13 2.163 0.632 -3.575  -0.4111
C14 1.822 0.043 -5.012  -0.4076
C15 2.720 -1.173 -5.228  -0.4112
C16 2.499 -2.322 -4.312  -0.3865
C17 2.867 -1.731 -2.846  -0.4087
S2 0.019 1.776 -1.112  0.4020
O1 -1.914 1.501 2.389  -0.4127
H1 -0.361 -1.881 5.295  0.2138
H2 -2.033 -1.551 5.061  0.2187
H3 -1.123 -2.233 3.584  0.2175
H4 0.513 -1.516 2.450  0.2074
H5 0.578 0.053 1.947  0.2206
H6 1.478 -0.480 3.372  0.2061
H7 0.329 1.560 4.591  0.2122
H8 -0.710 1.030 5.765  0.2163
H9 0.773 0.276 5.572  0.2030
H10 -3.305 -0.014 4.919  0.2112
H11 -4.498 2.329 0.827  0.2348
H12 -4.078 3.724 1.756  0.2616
H13 -3.332 0.544 -0.597  0.2145
H14 0.236 -1.636 -2.221  0.4073
H15 2.511 0.021 -1.572  0.1951
H16 1.537 1.482 -3.335  0.2143
H17 3.182 0.907 -3.510  0.1981
H18 0.752 -0.301 -4.959  0.2039
H19 1.834 0.898 -5.741  0.2221
H20 3.801 -0.926 -5.147  0.1967
H21 2.576 -1.607 -6.268  0.2068
H22 3.136 -3.153 -4.586  0.2166
H23 1.466 -2.607 -4.200  0.1955
H24 3.946 -1.470 -2.770  0.2105
H25 2.570 -2.436 -2.143  0.2092

---

# 4
Below is a structure of composition C33H28AuNP2, with properties calculated with wB97M-V/def2-TZVPD.

Total charge: 0
DFT total energy in a.u.: -2147.44762
Relative energy (zero: lowest compared OMol25 entry of this formula, charge and spin) in eV: 0.2583

Last column: natural (NBO) charge in e.
Element x y z (Å)
Au1 2.786 -0.175 0.902  0.4875
C1 -0.702 0.722 1.526  -0.7270
C2 -0.711 1.472 0.191  -0.7376
P1 0.843 2.426 -0.073  0.8305
C3 1.948 1.191 -0.906  -0.2683
C4 1.515 0.217 -1.830  -0.2233
C5 2.427 -0.497 -2.575  -0.1849
C6 3.801 -0.285 -2.420  -0.2060
C7 4.255 0.642 -1.509  -0.1904
C8 3.334 1.388 -0.748  -0.3561
C9 0.415 3.407 -1.568  -0.3576
C10 -0.505 2.996 -2.532  -0.1511
C11 -0.756 3.781 -3.647  -0.2259
C12 -0.084 4.985 -3.818  -0.2004
C13 0.831 5.404 -2.865  -0.2108
C14 1.073 4.621 -1.745  -0.1930
P2 -1.751 -0.800 1.676  0.8231
C15 -1.225 -1.670 0.146  -0.2464
C16 -1.822 -1.539 -1.108  -0.2625
C17 -1.319 -2.225 -2.205  -0.2155
C18 -0.203 -3.041 -2.067  -0.2189
C19 0.403 -3.173 -0.826  -0.2096
C20 -0.114 -2.503 0.274  -0.2268
C21 -3.420 -0.191 1.230  -0.2441
C22 -3.816 1.132 1.409  -0.2523
C23 -5.127 1.524 1.167  -0.1956
C24 -6.066 0.596 0.747  -0.2169
C25 -5.690 -0.732 0.583  -0.2058
C26 -4.384 -1.121 0.832  -0.2412
H1 -0.967 1.393 2.347  0.2372
H2 0.305 0.365 1.765  0.2457
H3 -1.515 2.211 0.165  0.2425
H4 -0.911 0.787 -0.633  0.2238
H5 0.459 0.021 -1.963  0.2229
H6 2.072 -1.238 -3.279  0.2232
H7 4.505 -0.856 -3.011  0.2230
H8 5.315 0.813 -1.375  0.2295
H9 3.687 2.187 -0.104  0.2521
H10 -1.036 2.059 -2.419  0.2021
H11 -1.475 3.452 -4.386  0.2150
H12 -0.280 5.596 -4.690  0.2159
H13 1.352 6.345 -2.988  0.2164
H14 1.777 4.958 -0.993  0.2170
H15 -2.695 -0.908 -1.226  0.2248
H16 -1.801 -2.125 -3.170  0.2146
H17 0.184 -3.580 -2.922  0.2141
H18 1.272 -3.808 -0.706  0.2194
H19 0.354 -2.626 1.244  0.2311
H20 -3.104 1.873 1.752  0.2077
H21 -5.413 2.558 1.310  0.2132
H22 -7.086 0.900 0.555  0.2149
H23 -6.420 -1.467 0.268  0.2156
H24 -4.107 -2.162 0.711  0.2184
N1 2.092 -5.342 6.185  -0.3236
C27 2.220 -4.532 5.379  0.2850
C28 2.379 -3.519 4.371  -0.1901
C29 1.790 -2.269 4.538  -0.1685
C30 1.944 -1.301 3.558  -0.2506
C31 2.677 -1.544 2.391  -0.3326
C32 3.264 -2.808 2.253  -0.1993
C33 3.122 -3.787 3.223  -0.1927
H25 1.213 -2.064 5.430  0.2249
H26 1.473 -0.338 3.712  0.2100
H27 3.843 -3.041 1.368  0.2013
H28 3.580 -4.759 3.099  0.2224

---

# 5
Below is a structure of composition C20H41N2P3RhS, with properties calculated with wB97M-V/def2-TZVPD.

Multiplicity: 5
Total charge: +3
DFT total energy in a.u.: -2427.82992
<S²>: 6.04
Relative energy (zero: lowest compared OMol25 entry of this formula, charge and spin) in eV: 0.4960

Last column: Mulliken spin population.
Element x y z (Å)
Rh1 0.116 0.323 -0.995  1.4742
P1 -1.396 1.895 -0.954  -0.0321
P2 -1.505 -1.389 0.219  0.1727
P3 1.981 1.763 -1.454  0.1729
H1 -0.912 -2.683 -1.926  0.0110
C1 0.178 -2.740 -2.172  0.0580
C2 1.143 -2.501 -1.285  0.0723
H2 0.988 -2.725 -0.220  -0.0181
C3 -2.406 1.781 -2.461  0.0346
C4 -2.505 1.909 0.465  -0.0004
C5 -0.762 3.563 -0.860  0.0086
C6 -1.360 -3.199 0.535  0.0375
C7 -1.857 -1.039 2.007  0.0045
C8 -3.184 -1.469 -0.571  0.0056
C9 3.474 0.781 -1.704  0.0272
C10 2.564 2.952 -0.220  0.0072
C11 1.973 2.697 -3.082  0.0404
H3 0.371 -2.783 -3.243  0.0030
H4 2.100 -1.979 -1.546  -0.0210
H5 -3.088 2.638 -2.505  0.0048
H6 -3.000 0.858 -2.458  0.0001
H7 -1.755 1.789 -3.344  -0.0051
H8 -3.265 2.689 0.283  0.0009
H9 -1.911 2.180 1.360  0.0025
H10 -3.006 0.934 0.596  -0.0015
H11 -1.618 4.237 -1.028  0.0007
H12 0.011 3.746 -1.625  -0.0037
H13 -0.367 3.734 0.156  0.0034
H14 -2.354 -3.544 0.895  0.0022
H15 -0.606 -3.370 1.320  -0.0008
H16 -1.076 -3.780 -0.346  0.0015
H17 -2.734 -1.629 2.338  0.0027
H18 -2.024 0.022 2.224  0.0014
H19 -0.964 -1.358 2.567  0.0006
H20 -3.730 -2.356 -0.220  0.0017
H21 -3.079 -1.552 -1.660  0.0008
H22 -3.794 -0.588 -0.354  -0.0013
H23 4.174 1.433 -2.240  0.0035
H24 3.292 -0.119 -2.298  0.0024
H25 3.916 0.522 -0.733  0.0003
H26 3.235 3.640 -0.744  -0.0003
H27 3.113 2.366 0.526  0.0008
H28 1.710 3.486 0.207  0.0045
H29 2.339 2.053 -3.905  -0.0027
H30 2.676 3.518 -2.922  0.0052
H31 0.972 3.065 -3.300  0.0020
C12 0.819 -0.870 -5.204  0.1932
C13 0.198 -0.389 -6.399  0.1246
C14 0.686 -0.820 -7.630  0.0258
C15 1.625 -1.871 -7.720  0.2395
C16 1.967 -2.556 -6.541  0.0366
C17 1.521 -2.118 -5.299  0.1322
S1 0.858 0.090 -3.850  1.1345
H32 -0.811 -0.289 -2.021  -0.0022
H33 -0.564 0.385 -6.300  0.0006
H34 0.409 -0.297 -8.552  0.0056
H35 2.121 -2.107 -8.673  -0.0013
H36 2.627 -3.422 -6.599  0.0041
H37 1.761 -2.665 -4.399  -0.0153
N1 1.504 0.899 2.855  0.0076
C18 2.304 -0.227 2.681  0.0037
C19 2.003 -0.689 1.423  0.0074
N2 1.085 0.170 0.847  0.0010
C20 0.799 1.107 1.737  0.0122
H38 1.455 1.504 3.665  -0.0011
H39 2.946 -0.625 3.462  0.0006
H40 2.431 -1.518 0.892  0.0049
H41 0.156 1.964 1.596  0.0010